A 22-piece molecular cluster, C28H100O22 overall. Source: OMol25; level of theory: wB97M-V/def2-TZVPD.

## Properties
Molecular weight, g/mol: 789.1
Frontier orbital gap, eV: 8.28
E_tot, Ha: -2781.72130
LUMO energy, eV: -0.395
E_HOMO, eV: -8.674
Net charge: 0
Largest force on an atom, Eh/bohr: 0.06029

Positions of all 150 atoms, in Å:
H (-16.6982, 15.7364, -6.7822)
H (-20.4240, 14.5265, -9.6257)
H (-14.1781, 21.4748, -14.6894)
H (-20.7554, 16.3381, -6.9867)
H (-20.1947, 20.4498, -13.9533)
H (-12.5458, 15.6488, -7.1312)
H (-20.6702, 13.9346, -4.3174)
H (-15.2097, 14.9232, -6.2854)
O (-15.6105, 14.7472, -8.2437)
C (-12.1631, 21.2988, -3.2668)
H (-18.7198, 16.2479, -9.9705)
H (-18.0973, 15.3450, -11.4665)
H (-21.1308, 18.4703, -11.4057)
H (-20.4105, 16.7073, -12.1833)
H (-19.0685, 19.8543, -7.3008)
H (-21.4873, 20.9254, -15.0184)
H (-13.4312, 18.5227, -7.8804)
H (-20.1448, 15.9896, -4.0308)
H (-14.6734, 14.9394, -4.0913)
H (-20.8467, 19.4539, -2.6249)
C (-16.7799, 22.2331, -7.3428)
C (-20.6256, 16.6594, -5.9532)
H (-12.7900, 19.2770, -4.8027)
H (-21.2622, 23.0956, -7.0179)
H (-17.3233, 21.4778, -7.9105)
H (-20.0630, 22.7302, -5.7462)
H (-17.1146, 21.2823, -14.4174)
H (-14.2471, 23.1729, -14.2215)
H (-21.5411, 17.1238, -5.5866)
H (-15.8064, 18.3389, -3.4040)
H (-13.4786, 21.5712, -12.7277)
H (-18.4815, 18.7124, -14.3070)
H (-12.4073, 22.2318, -3.7746)
H (-22.3461, 17.4034, -9.6000)
H (-17.5693, 17.3819, -2.3693)
O (-15.6174, 24.1579, -10.4121)
O (-14.3465, 20.2774, -11.3261)
H (-15.5149, 14.4369, -11.6076)
O (-19.5628, 20.2621, -4.0756)
C (-12.4517, 13.5343, -7.4090)
C (-20.1154, 15.5637, -5.0336)
O (-12.9665, 15.2456, -8.9899)
O (-20.9793, 14.4355, -5.0758)
H (-15.1902, 19.2941, -12.8674)
H (-11.2909, 20.8589, -3.7504)
H (-15.5952, 22.2265, -5.4563)
H (-21.5628, 21.8360, -5.8027)
H (-17.7264, 12.9623, -5.9849)
H (-13.7588, 19.9832, -10.6263)
H (-13.5967, 18.7173, -12.5028)
C (-14.5080, 19.0966, -12.0405)
H (-17.6346, 22.0038, -10.3879)
H (-12.5489, 14.4464, -3.8004)
H (-16.9614, 19.2338, -7.2330)
H (-11.9056, 21.6292, -2.2605)
H (-13.5976, 24.3308, -10.0764)
C (-16.6498, 17.9965, -4.0036)
H (-14.8631, 16.0974, -11.6125)
H (-19.8928, 17.4657, -5.9223)
H (-13.3310, 19.5400, -2.6692)
H (-12.3634, 12.8342, -8.2397)
H (-18.9194, 21.0436, -11.2434)
H (-21.2025, 18.5753, -13.4796)
C (-14.3426, 23.5775, -10.3324)
O (-17.4677, 17.0624, -3.2689)
O (-15.5918, 20.4385, -6.3733)
C (-20.8013, 22.3049, -6.4260)
C (-21.6299, 18.2168, -9.4838)
H (-14.7058, 14.6329, -8.5437)
C (-18.5175, 15.2962, -10.4619)
O (-12.6382, 15.3688, -4.0511)
H (-13.4587, 13.4161, -7.0090)
H (-18.5292, 11.5559, -6.6773)
H (-15.1235, 16.4096, -7.1997)
C (-16.2660, 21.6164, -6.0612)
H (-18.2292, 17.2679, -15.3525)
C (-13.5723, 22.3551, -14.4741)
C (-20.5228, 19.3069, -3.6553)
H (-13.6516, 20.2672, -7.9542)
H (-18.5583, 22.7311, -11.6720)
H (-12.0792, 19.5778, -7.3833)
H (-16.5141, 19.5287, -9.4035)
H (-16.8419, 16.6855, -13.4075)
H (-13.9395, 14.6637, -12.3107)
H (-19.7846, 13.4535, -10.8063)
H (-21.4840, 19.4517, -4.1483)
H (-21.5558, 14.8501, -11.4579)
H (-21.9351, 18.7900, -8.6084)
H (-14.2520, 16.5345, -4.6352)
H (-21.2416, 20.9570, -8.0207)
C (-13.9611, 15.7499, -3.9368)
H (-20.1896, 18.2827, -3.8229)
H (-15.7274, 24.7626, -9.6746)
H (-16.3062, 22.0531, -12.5845)
H (-11.9980, 18.6984, -9.5647)
O (-17.7644, 21.5339, -13.7571)
H (-19.7003, 21.7369, -8.2207)
C (-17.1723, 21.3986, -12.4864)
H (-16.8582, 20.3746, -12.2845)
O (-13.4841, 19.9267, -4.6698)
H (-19.0856, 15.3138, -5.2889)
C (-20.3447, 21.2615, -7.4812)
H (-14.3939, 22.7378, -9.6393)
H (-16.8788, 18.2446, -14.8180)
H (-17.9177, 18.4527, -9.7596)
H (-14.2953, 20.9218, -3.0195)
H (-17.1175, 21.2821, -5.4685)
H (-14.1131, 16.1953, -2.9536)
O (-17.2474, 12.4377, -7.8359)
H (-15.9555, 22.5740, -7.9692)
C (-12.9202, 19.4670, -8.0678)
H (-17.7559, 14.9135, -9.7826)
C (-14.9012, 15.1525, -12.1547)
C (-17.8480, 17.8497, -14.5132)
C (-17.0947, 18.6657, -9.0774)
H (-16.1985, 17.5370, -4.8830)
H (-14.0492, 23.1269, -11.2805)
C (-13.4118, 20.3807, -3.3583)
C (-21.2739, 20.3895, -14.0935)
O (-20.1455, 17.5821, -12.4674)
O (-17.6174, 18.9238, -7.8616)
C (-18.1283, 21.7878, -11.3354)
O (-17.7353, 17.0310, -13.3446)
H (-14.9019, 18.3811, -11.3187)
O (-21.5997, 19.0544, -14.2105)
H (-17.3648, 23.1517, -7.2948)
H (-15.5916, 14.3561, -13.7405)
H (-17.2998, 18.8337, -4.2580)
H (-21.7182, 20.9137, -13.2474)
H (-11.1186, 15.1449, -8.0557)
H (-15.0076, 20.2359, -5.6390)
C (-19.8767, 14.5132, -10.5682)
O (-12.8401, 21.9809, -13.3160)
H (-16.8260, 13.2756, -8.0407)
C (-18.2281, 12.5845, -6.8757)
H (-16.4600, 17.7797, -9.0955)
O (-12.4970, 19.4989, -9.3863)
O (-20.6365, 15.0924, -11.5915)
H (-20.6301, 17.8254, -9.2958)
H (-11.7559, 13.2134, -6.6338)
H (-12.9987, 22.6758, -15.3437)
H (-19.2455, 17.4724, -12.7744)
C (-12.1768, 14.9499, -7.8818)
C (-15.6848, 15.4814, -7.0921)
H (-12.4836, 15.9241, -9.4674)
O (-21.5610, 18.9902, -10.7229)
H (-18.9797, 13.2863, -7.2371)
H (-19.6706, 20.2661, -5.0295)
O (-15.4915, 15.2523, -13.4110)
O (-19.8018, 20.1927, -6.7817)

Atomic forces in eV per Å
-0.16 -0.22 -0.40
0.03 0.32 0.23
-0.25 0.12 -0.85
0.00 -0.08 0.02
0.30 0.48 0.04
0.57 0.01 0.70
-0.38 -0.56 -0.03
-0.10 0.04 0.42
-1.28 -0.99 -1.64
-0.84 0.44 0.28
-0.16 0.43 -0.78
0.01 0.51 0.12
0.46 -0.28 0.08
-0.13 -0.83 0.20
0.46 -0.76 -0.15
-0.27 -0.09 -0.01
-0.16 -0.11 0.37
0.36 -0.08 0.23
0.00 -0.12 0.14
0.77 0.02 0.35
0.70 0.55 -0.64
0.34 0.19 0.13
0.01 -0.06 -0.07
-0.17 0.31 0.34
-0.11 0.09 0.04
0.37 -0.21 -0.35
0.00 0.02 -0.01
-0.17 0.20 -0.13
-0.20 -0.33 -0.05
0.03 0.16 0.17
-0.04 -0.25 0.43
-0.18 -0.15 -0.05
0.11 -0.05 -0.34
0.00 -0.22 0.06
0.00 0.14 -0.05
-0.67 0.34 -0.44
0.35 0.83 -0.14
0.12 0.17 0.78
-0.27 -0.38 0.92
0.16 -0.25 -0.20
-0.76 1.01 -0.33
-0.06 0.08 -1.73
0.44 -0.05 0.16
-0.25 -0.30 0.16
-0.05 -0.12 0.10
-0.22 0.54 -0.09
-0.11 0.07 0.02
-0.51 0.24 0.58
0.52 0.65 0.71
0.36 -0.03 0.12
-0.58 -0.46 -0.53
0.23 -0.35 -0.14
0.02 0.06 0.03
0.63 0.18 0.16
0.00 -0.41 0.19
0.23 -0.22 0.23
-0.57 0.08 0.73
0.08 -0.03 -0.37
0.14 0.05 -0.29
0.12 -0.18 0.10
0.09 -0.01 -0.07
0.01 0.02 0.16
0.21 -0.30 0.06
0.24 -0.42 0.02
0.62 -0.30 -0.53
0.60 -1.18 -1.03
-0.46 -0.28 -1.05
0.48 0.20 -1.66
0.25 0.30 -0.04
-1.12 -0.73 0.38
1.26 -0.37 -0.70
-0.07 0.16 0.00
-0.82 0.34 0.16
0.00 0.41 0.09
-1.26 0.27 0.39
-0.25 0.07 0.01
-0.98 -0.35 0.77
-0.66 0.23 0.22
0.17 -0.04 0.31
-0.38 0.09 0.25
-0.04 0.16 0.20
0.12 0.02 -0.61
0.14 -0.76 0.41
0.50 0.45 0.60
0.63 -0.13 0.00
-0.02 -0.08 -0.66
-0.12 0.00 -0.13
0.02 0.47 -0.41
0.49 -0.04 -0.35
-0.09 -0.13 -0.15
-1.36 0.60 0.67
0.04 -0.03 0.19
-0.01 -0.02 -0.01
0.37 -0.02 1.06
0.16 0.11 -0.17
-1.28 -0.33 -0.45
0.48 -0.25 0.08
0.58 0.11 0.96
0.20 -0.14 -0.24
-0.94 -0.37 -1.01
0.11 -0.21 0.00
-1.16 1.80 1.08
0.48 0.02 0.39
0.19 0.01 0.09
0.05 0.26 -0.21
-0.21 0.04 -0.66
-0.31 0.63 0.46
-0.36 -0.11 0.26
1.12 -0.63 -1.57
0.35 -0.37 -0.12
-0.75 -0.07 0.88
-0.20 -0.87 -0.11
0.07 -1.60 0.63
0.07 0.23 -0.31
0.88 -0.20 -2.01
-0.51 -0.23 -0.05
-0.27 0.32 -0.17
1.83 0.65 1.59
1.24 0.78 0.07
-0.50 0.70 -0.03
-1.70 0.06 2.59
0.16 0.64 -1.57
0.43 0.65 -0.64
-0.31 -0.63 -0.50
-1.21 -0.72 -0.61
-0.42 -0.27 0.70
-0.16 0.11 -0.20
0.31 0.22 -0.35
-0.39 -0.04 0.09
0.07 -0.18 -0.13
0.44 -0.36 0.09
1.45 -0.36 1.01
0.90 0.50 -0.46
0.23 0.27 -0.05
0.63 0.04 0.40
0.28 -0.25 0.08
0.62 -0.12 -1.53
-0.67 0.53 -0.55
0.02 -0.28 0.29
0.05 0.18 0.01
0.50 -0.35 0.38
0.55 -0.13 0.14
-0.23 -0.09 1.91
0.99 0.69 1.38
-0.43 0.02 -0.40
-1.01 0.46 2.11
-0.61 -0.30 0.44
0.30 0.26 -0.77
-0.57 1.00 -1.33
0.50 -0.58 -0.03

Atom charges from the Mulliken analysis, given in e for atoms 1 to 6: 0.35 0.33 0.12 0.13 -0.12 0.10